{"formula": "C5H7N", "method": "ωB97M-V/def2-TZVPD", "largest_force_ev_per_a": 9.3, "e_above_lowest_ev": 5.287, "lumo_energy_ha": 0.030, "energy_ev": -6783.2259, "e_homo_ev": -8.5, "smiles": "C1=C[C@@H]2N[C@@H]2C1", "multiplicity": 1, "symbols": ["C", "C", "C", "N", "C", "C", "H", "H", "H", "H", "H", "H", "H"], "xyz": [[1.084, -0.523, 0.926], [-0.302, -0.880, 1.019], [-1.160, 0.084, 0.328], [-1.110, -0.095, -1.051], [-0.088, 0.697, -0.639], [1.153, 0.326, -0.351], [1.876, -1.133, 1.374], [-0.578, -1.814, 1.487], [-2.140, 0.373, 0.980], [-1.719, 0.390, -1.936], [-0.364, 1.714, -0.747], [1.592, -0.442, -1.243], [1.755, 1.303, -0.147]]}



{"formula": "C5H7N", "method": "ωB97M-V/def2-TZVPD", "largest_force_ev_per_a": 1.1, "e_above_lowest_ev": 4.605, "lumo_energy_ha": -0.003, "energy_ev": -6783.9081, "e_homo_ev": -9.0, "multiplicity": 1, "symbols": ["N", "C", "C", "C", "C", "C", "H", "H", "H", "H", "H", "H", "H"], "xyz": [[2.530, -0.181, 1.507], [1.780, -0.241, 0.627], [0.837, -0.285, -0.502], [-0.509, -0.912, -0.088], [-1.256, 0.347, 0.342], [0.324, 1.083, -0.984], [1.327, -0.818, -1.324], [-0.984, -1.336, -0.976], [-0.435, -1.690, 0.676], [-2.348, 0.314, 0.279], [-0.936, 0.756, 1.302], [0.697, 1.869, -0.306], [-1.027, 1.094, -0.553]]}



{"formula": "C5H7N", "method": "ωB97M-V/def2-TZVPD", "largest_force_ev_per_a": 2.8, "e_above_lowest_ev": 3.023, "lumo_energy_ha": 0.043, "energy_ev": -6785.4900, "e_homo_ev": -8.8, "smiles": "C1=C[C@H]2N[C@H]2C1", "multiplicity": 1, "symbols": ["C", "C", "C", "N", "C", "C", "H", "H", "H", "H", "H", "H", "H"], "xyz": [[-1.293, -0.090, -0.394], [-0.393, -0.781, -1.098], [0.941, -0.773, -0.420], [1.507, 0.708, -0.136], [0.746, -0.008, 0.843], [-0.721, 0.396, 0.917], [-2.313, 0.141, -0.700], [-0.609, -1.287, -2.036], [1.953, -0.765, -0.813], [0.952, 1.297, -0.742], [1.257, -0.259, 1.768], [-1.220, -0.063, 1.775], [-0.809, 1.485, 1.035]]}



{"formula": "C5H7N", "method": "ωB97M-V/def2-TZVPD", "largest_force_ev_per_a": 0.3, "e_above_lowest_ev": 2.938, "lumo_energy_ha": 0.039, "energy_ev": -6785.5749, "e_homo_ev": -6.5, "multiplicity": 1, "symbols": ["C", "C", "C", "N", "C", "C", "H", "H", "H", "H", "H", "H", "H"], "xyz": [[-1.429, 0.634, -0.158], [-1.299, -0.864, -0.035], [-0.016, 1.027, -0.441], [0.790, 0.010, -0.104], [2.066, 0.018, 0.273], [-0.011, -1.186, -0.029], [-1.758, 1.030, 0.820], [-2.175, 0.956, -0.893], [-2.124, -1.554, 0.084], [0.394, 2.020, -0.563], [2.481, 0.966, 0.582], [2.586, -0.918, 0.402], [0.494, -2.139, 0.063]]}



{"formula": "C5H7N", "method": "ωB97M-V/def2-TZVPD", "largest_force_ev_per_a": 1.0, "e_above_lowest_ev": 0.255, "lumo_energy_ha": 0.038, "energy_ev": -6788.2573, "e_homo_ev": -7.9, "smiles": "Cc1ccc[nH]1", "multiplicity": 1, "symbols": ["C", "C", "C", "C", "C", "N", "H", "H", "H", "H", "H", "H", "H"], "xyz": [[1.876, -0.013, -0.096], [0.449, 0.070, 0.199], [-0.372, 1.155, 0.288], [-1.685, 0.671, 0.105], [-1.610, -0.681, -0.083], [-0.309, -1.055, 0.046], [2.364, -0.746, 0.546], [1.895, -0.415, -1.136], [2.352, 0.969, -0.051], [-0.074, 2.184, 0.428], [-2.572, 1.274, 0.102], [-2.361, -1.427, -0.242], [0.046, -1.987, -0.107]]}



{"formula": "C5H7N", "method": "ωB97M-V/def2-TZVPD", "largest_force_ev_per_a": 3.2, "e_above_lowest_ev": 4.321, "lumo_energy_ha": 0.036, "energy_ev": -6784.1919, "e_homo_ev": -7.6, "multiplicity": 1, "symbols": ["C", "C", "C", "C", "N", "C", "H", "H", "H", "H", "H", "H", "H"], "xyz": [[-1.198, -0.049, -0.383], [-0.004, 0.130, -1.294], [1.199, 0.060, -0.722], [1.346, -0.118, 0.706], [0.033, 0.595, 1.718], [-0.622, -0.341, 0.977], [-1.853, -0.863, -0.714], [-1.821, 0.866, -0.411], [-0.137, 0.330, -2.343], [2.131, 0.108, -1.296], [2.024, -0.996, 0.914], [-0.189, 1.532, 1.352], [-0.908, -1.253, 1.494]]}



{"formula": "C5H7N", "method": "ωB97M-V/def2-TZVPD", "largest_force_ev_per_a": 4.1, "e_above_lowest_ev": 5.515, "lumo_energy_ha": [0.006, 0.006], "energy_ev": -6782.9979, "e_homo_ev": [-6.8, -6.8], "multiplicity": 1, "symbols": ["C", "C", "C", "N", "C", "C", "H", "H", "H", "H", "H", "H", "H"], "xyz": [[-1.083, 0.918, 0.222], [-0.970, -0.605, -0.020], [-0.117, 0.581, -0.903], [1.219, 0.239, -0.852], [1.431, -0.188, 0.584], [0.314, -1.103, 0.218], [-0.768, 1.342, 1.206], [-2.050, 1.341, -0.102], [-1.766, -1.167, -0.454], [-0.517, 0.794, -1.902], [1.245, 0.580, 1.382], [2.438, -0.634, 0.744], [0.624, -2.099, -0.123]]}



{"formula": "C5H7N", "method": "ωB97M-V/def2-TZVPD", "largest_force_ev_per_a": 4.0, "e_above_lowest_ev": 4.435, "lumo_energy_ha": 0.020, "energy_ev": -6784.0774, "e_homo_ev": -8.1, "multiplicity": 1, "symbols": ["C", "C", "C", "N", "C", "C", "H", "H", "H", "H", "H", "H", "H"], "xyz": [[-1.214, 1.151, 0.796], [-0.183, 0.375, 0.150], [0.963, 0.716, -0.530], [1.459, -0.443, -1.058], [0.678, -1.520, -0.643], [-0.342, -1.032, 0.176], [-1.726, -0.114, 1.755], [-0.914, 2.194, 1.033], [-2.223, 1.094, 0.428], [1.398, 1.677, -0.778], [2.362, -0.496, -1.516], [1.017, -2.513, -0.916], [-1.276, -1.090, 1.101]]}



{"formula": "C5H7N", "method": "ωB97M-V/def2-TZVPD", "largest_force_ev_per_a": 0.6, "e_above_lowest_ev": 1.692, "lumo_energy_ha": 0.045, "energy_ev": -6786.8201, "e_homo_ev": -9.1, "smiles": "C1=C[C@@H]2N[C@@H]2C1", "multiplicity": 1, "symbols": ["C", "C", "C", "N", "C", "C", "H", "H", "H", "H", "H", "H", "H"], "xyz": [[-0.123, -0.724, 1.237], [1.082, -0.276, 0.881], [1.021, 0.338, -0.481], [0.065, 1.451, -0.490], [-0.376, 0.145, -0.957], [-1.161, -0.560, 0.141], [-0.378, -1.108, 2.220], [1.967, -0.263, 1.508], [1.869, 0.310, -1.165], [0.191, 2.174, -1.183], [-0.578, -0.058, -2.008], [-1.594, -1.518, -0.171], [-1.983, 0.089, 0.468]]}



{"formula": "C5H7N", "method": "ωB97M-V/def2-TZVPD", "largest_force_ev_per_a": 1.1, "e_above_lowest_ev": 0.998, "lumo_energy_ha": 0.034, "energy_ev": -6787.5144, "e_homo_ev": -10.6, "smiles": "C[C@H]1C[C@H]1C#N", "multiplicity": 1, "symbols": ["C", "C", "C", "C", "C", "N", "H", "H", "H", "H", "H", "H", "H"], "xyz": [[-0.769, -0.618, -1.126], [0.539, -0.147, -0.529], [0.597, 1.239, 0.026], [0.615, 0.058, 0.972], [-0.509, -0.398, 1.755], [-1.376, -0.884, 2.349], [-1.006, -1.646, -0.829], [-0.728, -0.568, -2.218], [-1.595, 0.020, -0.793], [1.441, -0.565, -0.970], [-0.303, 1.840, -0.060], [1.525, 1.802, -0.032], [1.568, -0.133, 1.455]]}



{"formula": "C5H7N", "method": "ωB97M-V/def2-TZVPD", "largest_force_ev_per_a": 0.4, "e_above_lowest_ev": 1.193, "lumo_energy_ha": 0.038, "energy_ev": -6787.3197, "e_homo_ev": -7.6, "smiles": "C=C1C=CNC1", "multiplicity": 1, "symbols": ["C", "C", "C", "C", "N", "C", "H", "H", "H", "H", "H", "H", "H"], "xyz": [[-0.620, -0.656, -1.813], [-0.065, -0.133, -0.717], [1.313, -0.013, -0.223], [1.236, 0.144, 1.114], [-0.070, 0.187, 1.597], [-0.926, 0.357, 0.425], [-0.094, -0.909, -2.726], [-1.684, -0.875, -1.789], [2.218, -0.237, -0.773], [2.053, 0.151, 1.829], [-0.252, 0.784, 2.391], [-1.870, -0.193, 0.472], [-1.157, 1.422, 0.258]]}



{"formula": "C5H7N", "method": "ωB97M-V/def2-TZVPD", "largest_force_ev_per_a": 4.3, "e_above_lowest_ev": 4.832, "lumo_energy_ha": 0.045, "energy_ev": -6783.6804, "e_homo_ev": -8.4, "smiles": "C1[C@H]2[C@@H]1N1C[C@@H]21", "multiplicity": 1, "symbols": ["C", "C", "C", "N", "C", "C", "H", "H", "H", "H", "H", "H", "H"], "xyz": [[-1.201, 0.782, 0.400], [-0.933, -0.527, -0.151], [-0.267, 0.566, -0.918], [1.108, -0.042, -0.734], [1.422, -0.177, 0.697], [0.459, -1.110, 0.088], [-0.414, 1.496, 0.749], [-2.114, 1.283, 0.097], [-1.771, -1.109, -0.508], [-0.504, 0.963, -1.897], [1.099, 0.579, 1.404], [2.432, -0.544, 0.862], [0.685, -2.159, -0.087]]}